Below is a structure of composition C24H29AuB2F4N9 at a distorted geometry, with properties calculated with ωB97M-V/def2-TZVPD.

Calculated values
Charge: 0
Kohn-Sham gap (alpha / beta) in eV: 8.76 / 7.06
E_LUMO (alpha / beta) in eV: 0.39 / -2.01
E_HOMO (alpha / beta) in Ha: -0.308 / -0.333
2S+1: 4
E_tot in eV: -54689.7202
ΔE to the lowest compared entry with this formula, charge and spin in kcal per mole: 2.9
<S²>: 3.82

Positions of all 69 atoms, in Å:
1 Au 0.180 -0.022 -1.310
2 C 1.268 1.909 -3.957
3 C 1.418 2.485 -2.605
4 C 1.868 3.735 -2.182
5 C 1.787 3.692 -0.801
6 N 1.328 2.491 -0.404
7 N 1.110 1.762 -1.534
8 B 1.008 1.824 0.992
9 N 1.862 0.528 1.080
10 C 2.832 0.242 1.979
11 C 3.609 -0.756 1.463
12 C 3.060 -1.066 0.210
13 C 3.567 -2.041 -0.802
14 N 2.031 -0.269 0.000
15 N -0.571 1.563 1.021
16 C -1.452 1.732 2.003
17 C -2.718 1.428 1.542
18 C -2.539 1.049 0.217
19 C -3.552 0.658 -0.801
20 N -1.256 1.182 -0.089
21 N 1.320 2.654 2.213
22 C 1.849 3.888 2.354
23 C 2.033 4.132 3.698
24 C 1.561 2.969 4.326
25 C 1.510 2.727 5.795
26 N 1.137 2.092 3.442
27 H 1.810 2.537 -4.679
28 H 0.212 1.889 -4.276
29 H 1.687 0.916 -4.017
30 H 2.176 4.557 -2.820
31 H 2.046 4.445 -0.079
32 H 2.920 0.806 2.874
33 H 4.431 -1.224 1.968
34 H 3.257 -3.053 -0.570
35 H 4.657 -2.006 -0.864
36 H 3.201 -1.830 -1.813
37 H -1.122 2.061 2.967
38 H -3.660 1.429 2.076
39 H -4.065 -0.262 -0.504
40 H -3.073 0.458 -1.750
41 H -4.317 1.461 -0.923
42 H 2.035 4.568 1.550
43 H 2.393 5.018 4.168
44 H 1.966 3.569 6.302
45 H 1.995 1.793 6.076
46 H 0.462 2.669 6.123
47 F -0.161 -4.405 -1.994
48 B 1.056 -3.755 -1.813
49 F 1.132 -2.604 -2.646
50 F 2.105 -4.600 -2.069
51 F 1.094 -3.285 -0.473
52 C -2.181 -1.962 -3.676
53 C -2.761 -2.622 -2.404
54 C -3.902 -3.399 -2.341
55 C -4.356 -3.989 -1.152
56 C -3.622 -3.814 0.032
57 C -2.478 -3.052 0.096
58 C -1.693 -2.793 1.380
59 C -2.058 -2.428 -1.146
60 N -1.046 -1.645 -1.141
61 H -2.734 -2.314 -4.561
62 H -1.145 -2.262 -3.792
63 H -2.280 -0.865 -3.653
64 H -4.465 -3.560 -3.243
65 H -5.292 -4.517 -1.147
66 H -3.939 -4.326 0.925
67 H -2.123 -3.368 2.212
68 H -1.764 -1.740 1.651
69 H -0.646 -3.082 1.299